Version P
Here is a cluster of 2 separate species, C3H7N5 in total from OMol25. Energies are from the ωB97M-V functional and the def2-TZVPD basis.

* orbital gap: 8.31 eV
* net charge: 0

Last column: Mulliken charge in e.
Atoms and positions in Å:
C 0.2205 -0.0068 0.1414  0.49
H 1.4455 -0.9545 2.2280  0.33
C -0.7648 2.2710 -0.3514  -0.09
N 0.0755 0.8884 1.1104  -0.21
H -1.9392 0.9560 -1.7827  0.26
H -1.4294 3.0913 -0.6414  0.34
N -0.9978 1.1816 -1.2336  -0.35
N 1.1580 -2.0919 1.4789  -0.68
N -0.3664 2.1019 0.8280  -0.49
C 0.7926 -1.4996 0.1898  -0.75
H -0.0177 -2.1092 -0.2494  0.35
N -0.2292 0.1362 -1.1657  -0.12
H 1.5635 -1.4518 -0.4982  0.37
H 0.3148 -0.1135 -2.0154  0.24
H 0.1743 -2.3992 1.9614  0.32

***

Version Q
Here is an isolated molecule of C3H7N5 from OMol25. Energies are from the ωB97M-V functional and the def2-TZVPD basis.

* orbital gap: 9.16 eV
* net charge: 0
* SMILES: [H]/N=c1/cn[nH]n1NC

Last column: Mulliken charge in e.
Atoms and positions in Å:
N -0.1210 -0.1928 -0.7290  0.25
H 1.3944 0.3072 1.3686  0.30
N -0.9701 2.0191 0.0401  -0.68
H 2.9256 0.0545 0.5925  0.33
N 1.2605 -0.0430 -0.7020  -0.47
H 1.5512 0.8527 -1.0665  0.29
N -1.9732 -1.2829 0.0781  -0.62
H 1.7190 -1.3597 0.7983  0.28
C -2.2129 -0.0047 0.1655  -0.16
H -0.5350 -2.2236 -0.8572  0.27
C 1.8701 -0.3055 0.5959  -0.75
N -0.6260 -1.4696 -0.1646  -0.08
C -1.0549 0.7737 -0.2272  0.36
H -0.0753 2.4654 -0.3161  0.22
H -3.1524 0.4092 0.4238  0.46

***

Version R
Here is an isolated molecule of C3H7N5 from OMol25. Energies are from the ωB97M-V functional and the def2-TZVPD basis.

* orbital gap: 8.26 eV
* net charge: 0
* SMILES: N/N=C/C=C\N=N\N

Last column: Mulliken charge in e.
Atoms and positions in Å:
H -1.0393 2.8633 -0.3611  0.27
C -0.8398 1.8471 0.0945  -0.44
H -1.4378 -2.0968 -1.2437  0.27
H -0.1391 -2.6868 0.0156  0.24
H -2.9107 1.4785 0.3029  0.42
C 0.4378 1.2110 -0.0100  0.15
H 1.5550 -1.5259 0.9849  0.25
N -1.0940 -2.1894 -0.2102  -0.45
C -1.9861 1.0415 0.3868  -0.21
N 1.8210 -0.5811 0.5993  -0.71
N -1.0979 -1.0209 0.5329  0.28
N 0.6631 0.1079 0.6757  -0.04
H 1.1666 1.6697 -0.8027  0.30
N -2.0738 -0.2517 0.2473  -0.60
H 2.3678 -0.6861 -0.3902  0.24

***

Stability check: which of them is most stable? version Q.